# 1
Below is 15 unconnected molecules or ions with the total composition C4H36O15, with properties calculated with ωB97M-V/def2-TZVPD.

Summary:
- Spin multiplicity: 1
- Total charge: 0
- LUMO: 0.00231 Eh
- HOMO energy: -8.772 eV
- Total energy: -1302.4114 Ha
- ΔE to the lowest compared entry with this formula, charge and spin: 618.7 kJ/mol

Each line ends with the natural charge from an NBO analysis.
Geometry (Å):
C (2.0626, 2.5038, 2.2262)  -0.67
C (-0.2225, 0.4875, -0.0989)  -0.10
O (-1.0597, -0.4834, 0.2264)  -0.81
C (0.4715, 1.0249, 1.1484)  -0.20
C (1.4419, 1.9483, 0.9591)  -0.23
H (1.2718, 3.0073, 2.9973)  0.23
H (2.6986, 1.7698, 2.7943)  0.21
H (2.6807, 3.4234, 1.8099)  0.21
H (0.5072, 0.0531, -0.9023)  0.18
H (-0.7142, 1.2060, -0.8120)  0.15
H (-2.1025, -0.4399, 0.0060)  0.53
H (0.2460, 0.5607, 2.1519)  0.24
H (1.6028, 2.4989, 0.0466)  0.21
H (-2.3409, 2.4051, -0.0817)  0.50
H (-2.4658, 3.7664, 0.6526)  0.48
O (-2.0182, 3.2316, 0.1046)  -0.97
H (1.1179, -4.0844, 2.2910)  0.50
H (-0.1122, -3.2004, 1.6361)  0.48
O (0.2674, -3.5811, 2.3652)  -0.97
H (-0.6255, -2.7932, -1.2364)  0.50
H (-1.8705, -2.9772, -0.5937)  0.47
O (-1.5080, -2.9408, -1.5080)  -0.94
H (2.9847, 2.2599, -3.0420)  0.49
H (1.6706, 2.1210, -2.1210)  0.52
O (2.6411, 1.8936, -2.2258)  -0.98
H (2.7352, 0.1169, 1.6732)  0.48
H (3.5451, 0.4951, 0.4371)  0.47
O (3.2706, -0.3750, 0.8965)  -0.95
H (-1.1197, 1.6995, -3.4988)  0.48
H (-1.1771, 0.3383, -3.3261)  0.47
O (-1.7309, 0.9765, -3.4504)  -0.94
H (-0.8676, 3.1470, -1.4098)  0.52
H (-0.0039, 4.1324, -2.2283)  0.48
O (-0.1525, 3.1697, -2.1822)  -1.02
H (0.5577, -1.6532, 4.1529)  0.47
H (1.1297, -1.7646, 2.9087)  0.47
O (0.9590, -1.1435, 3.5174)  -0.93
H (-1.7411, -2.1581, 1.6921)  0.45
H (-0.6050, -1.4004, 2.3275)  0.49
O (-1.4825, -1.7981, 2.6195)  -0.95
H (-1.8273, -0.3397, 4.3529)  0.46
H (-2.7884, -0.2659, 3.2528)  0.48
O (-2.5703, 0.0425, 4.0796)  -0.93
H (-3.9828, 0.8434, -1.2303)  0.49
H (-2.6357, 1.1073, -1.7291)  0.52
O (-3.0965, 0.9339, -0.8358)  -1.00
H (1.8721, -2.2657, -0.7052)  0.50
H (2.0547, -3.6091, -1.3732)  0.48
O (1.4644, -3.0840, -0.7804)  -0.98
H (2.6095, 0.2111, -2.1386)  0.50
H (1.7309, -0.4489, -3.2968)  0.47
O (2.3628, -0.6648, -2.5994)  -1.00
H (-0.0723, -1.9138, -3.7136)  0.48
H (-1.0002, -1.7061, -2.6006)  0.50
O (-0.5321, -1.1684, -3.2961)  -0.99

Cartesian forces (eV/Å) of the 3 atoms listed first:
0.362 3.141 0.378
1.933 1.550 -2.898
-5.574 -4.125 0.778



# 2
Below is 14 unconnected molecules or ions with the total composition C4H37N2O14, with properties calculated with ωB97M-V/def2-TZVPD.

Summary:
- Spin multiplicity: 1
- Total charge: -1
- LUMO: 0.09684 Eh
- HOMO energy: -6.090 eV
- Total energy: -1337.5745 Ha
- ΔE to the lowest compared entry with this formula, charge and spin: 0.0 kJ/mol

Each line ends with the natural charge from an NBO analysis.
Geometry (Å):
C (0.1361, -1.1974, 2.7866)  -0.23
C (-0.7158, -2.1497, 1.9083)  -0.44
C (-0.0652, -2.4472, 0.5400)  -0.22
N (-0.3025, -1.3791, -0.4090)  -0.92
N (-0.3684, 0.1599, 2.9451)  -0.70
C (-0.2029, 1.1469, 1.8645)  0.08
O (0.9151, 1.0297, 1.0179)  -1.02
H (0.1937, -1.6476, 3.7792)  0.19
H (1.1625, -1.2344, 2.4146)  0.21
H (-1.6321, -1.5653, 1.7387)  0.20
H (-1.1019, -2.9885, 2.4908)  0.20
H (0.9800, -2.6628, 0.7572)  0.20
H (-0.4528, -3.4099, 0.1931)  0.17
H (-1.3004, -1.2508, -0.5189)  0.39
H (0.1640, -0.5313, -0.0950)  0.39
H (0.1288, 0.5242, 3.7504)  0.36
H (-1.0573, 0.9928, 1.1911)  0.13
H (0.0187, 2.1268, 2.3131)  0.17
H (1.2229, -1.9856, -1.6489)  0.51
H (2.4441, -2.1739, -2.6629)  0.51
O (2.1762, -2.1773, -1.7261)  -1.00
H (2.1374, 0.3279, -0.0908)  0.51
H (2.6027, -0.7601, -1.1217)  0.50
O (2.7290, 0.1987, -0.8565)  -1.03
H (-0.7224, -1.0010, -3.6484)  0.51
H (0.0187, 0.1814, -2.7125)  0.51
O (0.0143, -0.4224, -3.4643)  -1.01
H (-2.0187, 1.1268, -0.9316)  0.46
H (-1.5249, 2.5405, -1.2162)  0.52
O (-2.3155, 2.0445, -0.9430)  -0.98
H (-3.2911, 0.6698, 2.0412)  0.50
H (-3.1222, 1.2040, 0.5884)  0.50
O (-3.6650, 0.6188, 1.1497)  -0.99
H (2.3231, 2.6015, 1.6472)  0.47
H (1.4396, 3.2208, 0.5933)  0.49
O (2.1788, 3.4169, 1.1817)  -0.96
H (3.1647, -0.2646, -3.9350)  0.49
H (1.7025, -0.7825, -4.2025)  0.51
O (2.6487, -1.0002, -4.3075)  -1.01
H (3.2926, 1.7948, -3.2667)  0.47
H (2.5209, 0.9361, -2.2613)  0.50
O (2.4382, 1.3650, -3.1624)  -1.01
H (-2.7396, 0.4412, -2.7747)  0.47
H (-3.1923, -0.9379, -2.2893)  0.49
O (-2.9484, -0.4461, -3.0904)  -0.99
H (2.2347, 0.7839, 2.1562)  0.49
H (3.6850, 0.3171, 1.9653)  0.47
O (2.9814, 0.3152, 2.6146)  -1.00
H (-3.3314, -2.3695, -0.2888)  0.49
H (-3.5619, -0.8297, 0.1293)  0.52
O (-3.2397, -1.4561, -0.5685)  -1.01
H (-2.1267, 1.8876, 3.7842)  0.47
H (-2.0064, 0.4349, 4.1496)  0.49
O (-2.6194, 1.1917, 4.2202)  -0.97
H (0.6303, 1.4647, -0.5008)  0.51
H (1.0358, 2.0105, -1.9227)  0.50
O (0.3046, 1.9969, -1.2953)  -1.07

Cartesian forces (eV/Å) of the 3 atoms listed first:
0.320 -1.195 -0.372
-0.733 1.511 0.157
-0.863 -0.682 1.495



# 3
Below is 14 unconnected molecules or ions with the total composition C4H37N2O14, with properties calculated with ωB97M-V/def2-TZVPD.

Summary:
- Spin multiplicity: 2
- <S²>: 0.760
- Total charge: 0
- LUMO (spin up / spin down): -0.00488 / -0.18382 Eh
- HOMO energy (spin up / spin down): -9.879 / -9.878 eV
- Total energy: -1337.2159 Ha
- ΔE to the lowest compared entry with this formula, charge and spin: 247.4 kJ/mol

Each line ends with the Löwdin spin population.
Geometry (Å):
C (0.6106, 0.4432, 1.5109)  0.02
N (-0.3325, 0.4552, 0.3833)  0.31
C (-0.7979, 1.8654, 0.0143)  0.02
O (-1.9693, 2.1899, 0.6368)  0.51
C (1.9538, -0.1077, 0.9481)  0.02
C (2.8882, -0.7627, 1.9445)  0.01
N (2.6495, 1.0809, 0.3182)  0.00
H (0.2818, -0.2829, 2.3387)  0.00
H (0.6351, 1.5444, 1.9485)  0.01
H (-1.1584, 0.0370, 0.6457)  0.00
H (-0.7942, 1.8151, -1.0548)  0.00
H (-0.0209, 2.4997, 0.4202)  0.01
H (1.8638, -0.6898, -0.0100)  0.00
H (2.3516, -0.9613, 2.9039)  0.00
H (2.9461, -1.9558, 1.6239)  0.00
H (3.7958, -0.2972, 1.8953)  0.00
H (2.8367, 1.0323, -0.6876)  0.00
H (2.3803, 2.0211, 0.7054)  0.00
H (-2.3714, -2.1392, -0.9187)  0.00
H (-2.5284, -1.9496, -2.4604)  0.00
O (-2.6146, -2.5443, -1.7576)  0.00
H (-3.0940, -0.9441, 1.7443)  0.00
H (-4.0455, -1.9591, 1.0677)  0.00
O (-3.1374, -1.7403, 1.1898)  0.00
H (-1.8036, 4.2137, 2.8096)  0.00
H (-1.3025, 3.2482, 1.6713)  0.00
O (-1.0811, 4.0353, 2.2658)  0.01
H (-1.4616, -3.7562, -1.9916)  0.00
H (-0.4030, -5.0223, -1.7462)  0.00
O (-0.5123, -4.1076, -2.1323)  0.00
H (0.2611, -1.1397, -0.7119)  0.00
H (-0.2620, -2.2603, -1.7552)  0.00
O (0.5091, -1.7462, -1.4760)  0.01
H (-2.6572, 3.7471, -0.3731)  0.00
H (-1.9331, 5.0447, -0.7141)  0.00
O (-2.5722, 4.4680, -1.0723)  0.02
H (-2.5476, 0.8305, -1.3819)  0.00
H (-1.2806, -0.0263, -1.5557)  0.00
O (-2.1528, 0.0663, -1.9603)  0.00
H (4.7304, 1.0148, -1.3479)  0.00
H (4.4930, 0.1555, -0.1829)  0.00
O (5.2647, 0.5206, -0.6996)  0.00
H (1.8216, -3.4726, -3.7067)  0.00
H (1.2632, -2.7760, -2.5011)  0.00
O (2.0507, -2.8669, -3.0154)  0.00
H (-2.3078, 1.2852, 2.9049)  0.00
H (-3.1528, 1.3376, 1.5504)  0.00
O (-3.1863, 0.9961, 2.5084)  0.02
H (1.7765, -0.6006, -4.4660)  0.00
H (1.4136, -0.6087, -2.9476)  0.00
O (1.1653, -0.5484, -3.8896)  0.00
H (1.7198, 3.2312, 2.9709)  0.00
H (0.3436, 3.4111, 3.0557)  0.00
O (0.9945, 2.8276, 3.3482)  0.01
H (0.0275, -3.4474, -0.2153)  0.00
H (-0.7526, -3.0541, 1.1075)  0.00
O (-0.7946, -3.6504, 0.2999)  0.00

Cartesian forces (eV/Å) of the 3 atoms listed first:
-0.135 -0.751 1.155
0.879 2.501 1.082
0.636 0.105 -0.412



# 4
Below is 14 unconnected molecules or ions with the total composition C4H37N2O14, with properties calculated with ωB97M-V/def2-TZVPD.

Summary:
- Spin multiplicity: 1
- Total charge: +1
- LUMO: -0.09501 Eh
- HOMO energy: -12.724 eV
- Total energy: -1337.3528 Ha
- ΔE to the lowest compared entry with this formula, charge and spin: 25.3 kJ/mol

Each line ends with the natural charge from an NBO analysis.
Geometry (Å):
C (-1.2114, 2.3666, 1.6855)  -0.63
C (-0.5565, 1.1961, 0.9904)  -0.04
C (0.5383, 1.6717, 0.0286)  -0.53
C (1.3323, 0.5038, -0.4828)  0.72
N (2.2000, 0.7142, -1.4746)  -0.80
O (1.0844, -0.6890, -0.1794)  -0.78
N (-1.5655, 0.3866, 0.2493)  -0.76
H (-2.0554, 2.0776, 2.3130)  0.23
H (-1.5337, 3.0999, 0.9334)  0.21
H (-0.5000, 2.9427, 2.2896)  0.25
H (-0.1450, 0.5319, 1.7687)  0.22
H (0.1354, 2.1256, -0.9126)  0.27
H (1.1598, 2.4359, 0.5320)  0.27
H (2.2853, 1.6536, -1.8418)  0.42
H (2.5950, -0.0538, -2.0092)  0.44
H (-1.6742, 0.4438, -0.7804)  0.45
H (-2.5363, 0.5330, 0.5982)  0.46
H (-1.2672, -0.6087, 0.3457)  0.48
H (-0.9824, -2.2533, -2.7131)  0.51
H (-1.0024, -2.6263, -4.2520)  0.51
O (-0.7070, -1.9653, -3.5999)  -1.01
H (-0.3765, 0.2665, -2.9445)  0.49
H (-1.6236, -0.3036, -3.0923)  0.51
O (-1.2985, 0.5756, -2.8055)  -0.99
H (0.6061, -3.7972, 1.6653)  0.52
H (0.5447, -2.2874, 1.3345)  0.52
O (0.0028, -3.0419, 1.6415)  -1.02
H (-0.9287, 2.5429, -4.3702)  0.49
H (-1.5621, 2.5194, -2.9848)  0.49
O (-1.2163, 3.1240, -3.6579)  -0.95
H (0.2995, 3.6241, -2.8005)  0.51
H (1.5222, 4.3097, -2.3570)  0.48
O (1.0792, 3.4670, -2.2183)  -1.00
H (0.5614, -1.9322, 3.1366)  0.51
H (1.5083, -2.0728, 4.4735)  0.50
O (0.8723, -1.5637, 3.9710)  -0.99
H (-0.4822, -2.4296, -0.7990)  0.51
H (-1.9388, -2.7062, -0.2554)  0.51
O (-1.4292, -2.2737, -0.9392)  -0.99
H (2.5313, -1.9892, 0.2665)  0.49
H (2.9529, -1.5546, 1.6084)  0.50
O (2.5997, -2.3375, 1.1572)  -1.00
H (-4.7399, 0.0273, 1.1512)  0.50
H (-4.4880, 1.1570, 0.0787)  0.49
O (-4.2363, 0.8090, 0.9513)  -0.94
H (-3.2748, -2.2061, 2.2080)  0.49
H (-1.7366, -2.4510, 1.9558)  0.51
O (-2.4779, -1.8358, 1.8137)  -1.01
H (2.7623, 0.4177, 2.5329)  0.50
H (4.1648, 0.6511, 2.0050)  0.48
O (3.3447, 0.2102, 1.7580)  -1.00
H (1.1917, 0.1086, 3.9841)  0.50
H (2.0529, 1.0009, 4.7666)  0.48
O (1.7535, 0.8942, 3.8426)  -0.98
H (2.5813, -2.2805, -3.6191)  0.48
H (1.1745, -1.6741, -3.3996)  0.49
O (2.1097, -1.4546, -3.5475)  -0.98

Cartesian forces (eV/Å) of the 3 atoms listed first:
-0.118 0.928 -0.323
0.643 0.746 0.093
-0.190 -0.090 0.082